{"formula": "C33H48ClN9O3", "method": "ωB97M-V with the def2-TZVPD basis set", "elements": ["C", "C", "C", "N", "C", "C", "O", "N", "O", "C", "C", "Cl", "C", "C", "C", "O", "N", "C", "C", "C", "N", "H", "H", "H", "H", "H", "H", "H", "H", "H", "H", "H", "H", "H", "C", "C", "C", "C", "N", "H", "H", "H", "H", "H", "H", "H", "C", "C", "C", "C", "N", "H", "H", "H", "H", "H", "H", "H", "C", "C", "C", "C", "N", "H", "H", "H", "H", "H", "H", "H", "C", "C", "C", "C", "N", "H", "H", "H", "H", "H", "H", "H", "C", "C", "C", "C", "N", "H", "H", "H", "H", "H", "H", "H"], "positions_angstrom": [[-3.099, 7.209, -0.968], [-2.193, 5.818, -0.838], [-2.562, 4.522, -1.751], [-1.859, 3.193, -1.767], [-0.711, 3.261, -0.801], [0.236, 1.891, -0.680], [-0.054, 0.666, -1.494], [0.038, -0.362, -0.602], [-0.613, -1.328, -1.005], [1.517, 1.762, 0.354], [1.914, 3.037, 1.312], [3.316, 3.071, 2.535], [0.983, 4.403, 1.209], [1.299, 5.702, 2.156], [0.969, 5.507, 3.748], [1.942, 5.894, 4.618], [-0.313, 4.994, 4.360], [-0.163, 3.635, 5.005], [-1.498, 5.082, 3.427], [-0.302, 4.514, 0.151], [-1.061, 5.811, 0.149], [-2.362, 8.108, -1.232], [-3.935, 7.097, -1.802], [-3.537, 7.463, 0.093], [-3.505, 4.632, -2.475], [2.187, 0.790, 0.467], [2.473, 5.900, 2.065], [0.789, 6.705, 1.806], [0.850, 3.572, 5.594], [-1.035, 3.447, 5.767], [-0.217, 2.817, 4.170], [-1.408, 4.150, 2.688], [-2.470, 4.869, 4.071], [-1.558, 6.072, 2.798], [1.400, -2.741, 3.342], [2.837, -3.206, 3.130], [3.766, -2.080, 2.675], [3.279, -1.517, 1.350], [2.875, -1.049, 0.250], [0.953, -2.373, 2.413], [0.779, -3.571, 3.694], [1.353, -1.939, 4.088], [2.842, -4.015, 2.390], [3.216, -3.626, 4.068], [4.786, -2.461, 2.551], [3.792, -1.277, 3.420], [-3.386, -2.649, -1.833], [-3.172, -3.868, -2.726], [-4.232, -4.951, -2.519], [-4.194, -5.439, -1.080], [-4.162, -5.843, 0.114], [-3.313, -2.908, -0.772], [-2.623, -1.891, -2.035], [-4.370, -2.200, -2.012], [-2.175, -4.281, -2.528], [-3.186, -3.548, -3.773], [-4.043, -5.795, -3.190], [-5.231, -4.559, -2.740], [5.045, 4.246, 6.373], [4.569, 3.707, 7.719], [4.322, 2.197, 7.701], [3.245, 1.865, 6.681], [2.352, 1.589, 5.835], [4.294, 4.098, 5.590], [5.236, 5.321, 6.440], [5.972, 3.753, 6.059], [3.649, 4.231, 8.005], [5.322, 3.938, 8.480], [3.997, 1.859, 8.691], [5.241, 1.660, 7.444], [2.277, -1.286, -4.685], [1.183, -0.232, -4.546], [0.190, -0.249, -5.710], [0.920, 0.035, -7.012], [1.526, 0.270, -8.093], [2.892, -1.116, -5.575], [2.946, -1.257, -3.819], [1.847, -2.292, -4.750], [1.652, 0.757, -4.470], [0.641, -0.405, -3.610], [-0.581, 0.514, -5.556], [-0.306, -1.223, -5.779], [-3.127, -8.513, -4.730], [-3.271, -8.982, -6.175], [-3.134, -7.842, -7.186], [-4.219, -6.806, -6.943], [-5.119, -5.947, -6.740], [-3.915, -7.804, -4.455], [-3.203, -9.364, -4.045], [-2.157, -8.031, -4.568], [-4.246, -9.470, -6.294], [-2.505, -9.738, -6.381], [-3.230, -8.231, -8.205], [-2.152, -7.364, -7.097]], "homo_lumo_gap_ev": 6.812, "e_homo_ev": -8.46, "total_energy_ha": -2464.204864, "molar_mass_g_mol": 654.260, "total_charge": 0, "smiles": "Cc1cnc2c(ON=O)cc(Cl)c(CC(=O)N(C)C)c2n1.CCCC#N.CCCC#N.CCCC#N.CCCC#N.CCCC#N", "lumo_ev": -1.65}


{"formula": "C33H48F8N2O11", "method": "ωB97M-V with the def2-TZVPD basis set", "elements": ["C", "C", "C", "F", "F", "F", "F", "O", "C", "C", "F", "F", "F", "F", "H", "H", "H", "H", "O", "C", "O", "C", "C", "C", "H", "H", "H", "H", "H", "H", "O", "C", "O", "C", "C", "C", "H", "H", "H", "H", "H", "H", "O", "C", "O", "C", "C", "C", "H", "H", "H", "H", "H", "H", "O", "C", "O", "C", "C", "C", "H", "H", "H", "H", "H", "H", "O", "C", "O", "C", "C", "C", "H", "H", "H", "H", "H", "H", "C", "C", "C", "C", "N", "H", "H", "H", "H", "H", "H", "H", "C", "C", "C", "C", "N", "H", "H", "H", "H", "H", "H", "H"], "positions_angstrom": [[27.868, -21.310, 7.699], [27.708, -20.424, 8.914], [28.845, -20.520, 9.940], [30.041, -20.345, 9.367], [28.678, -19.465, 10.819], [27.696, -19.147, 8.503], [26.560, -20.698, 9.573], [27.036, -20.731, 6.703], [27.213, -21.055, 5.415], [26.066, -20.337, 4.718], [25.920, -19.021, 5.083], [26.183, -20.419, 3.352], [28.394, -20.693, 4.897], [27.096, -22.377, 5.233], [27.513, -22.317, 7.899], [28.914, -21.354, 7.403], [28.729, -21.445, 10.502], [25.135, -20.839, 5.018], [29.053, -14.087, 4.761], [29.150, -15.262, 4.565], [30.323, -15.908, 4.694], [30.177, -17.323, 4.722], [28.657, -17.616, 4.603], [28.066, -16.250, 4.190], [30.594, -17.765, 5.621], [30.694, -17.745, 3.861], [28.221, -17.878, 5.562], [28.531, -18.307, 3.777], [27.136, -16.136, 4.734], [27.793, -16.192, 3.135], [33.015, -19.075, 4.080], [32.792, -19.912, 4.879], [32.315, -21.146, 4.596], [32.424, -22.037, 5.686], [33.159, -21.281, 6.790], [33.021, -19.821, 6.366], [32.965, -22.929, 5.381], [31.455, -22.356, 6.077], [34.218, -21.539, 6.894], [32.766, -21.419, 7.786], [33.742, -19.137, 6.798], [32.094, -19.423, 6.812], [30.091, -16.968, 8.173], [29.516, -16.550, 9.151], [30.145, -16.296, 10.310], [29.321, -15.423, 11.138], [28.126, -14.989, 10.289], [28.084, -16.048, 9.153], [30.035, -14.658, 11.447], [29.040, -15.955, 12.050], [28.317, -14.031, 9.810], [27.196, -14.981, 10.846], [27.991, -15.614, 8.163], [27.377, -16.849, 9.344], [29.244, -23.502, 9.270], [28.865, -24.302, 10.059], [28.299, -23.962, 11.222], [27.853, -25.141, 11.931], [28.733, -26.295, 11.405], [29.128, -25.790, 9.996], [26.797, -25.295, 11.706], [27.964, -24.934, 12.990], [28.143, -27.204, 11.458], [29.645, -26.344, 11.994], [28.532, -26.212, 9.186], [30.180, -26.009, 9.850], [22.522, -13.104, 4.815], [23.076, -14.122, 5.081], [22.395, -15.247, 5.415], [23.294, -16.377, 5.569], [24.736, -15.859, 5.340], [24.577, -14.349, 5.101], [23.039, -17.091, 4.774], [23.094, -16.904, 6.501], [25.146, -16.375, 4.475], [25.311, -16.144, 6.222], [25.119, -13.898, 4.281], [24.863, -13.836, 6.029], [25.219, -22.143, 0.693], [26.169, -23.007, 1.504], [25.494, -23.993, 2.485], [24.356, -23.472, 3.212], [23.465, -23.061, 3.783], [25.781, -21.444, 0.079], [24.614, -21.575, 1.409], [24.473, -22.686, 0.110], [26.823, -22.379, 2.117], [26.875, -23.529, 0.856], [26.244, -24.454, 3.125], [25.136, -24.805, 1.837], [24.893, -17.959, 1.495], [23.890, -17.160, 0.692], [24.528, -16.231, -0.350], [25.192, -15.049, 0.217], [25.627, -14.092, 0.665], [25.536, -18.689, 1.018], [24.361, -18.366, 2.358], [25.554, -17.221, 1.980], [23.239, -16.506, 1.281], [23.204, -17.828, 0.163], [23.799, -15.814, -1.046], [25.317, -16.773, -0.883]], "homo_lumo_gap_ev": 9.692, "e_homo_ev": -9.64, "total_energy_ha": -3022.342571, "molar_mass_g_mol": 800.734, "total_charge": 0, "smiles": "FC(F)C(F)(F)COC(F)(F)C(F)F.O=C1CCCO1.O=C1CCCO1.O=C1CCCO1.O=C1CCCO1.O=C1CCCO1.CCCC#N.CCCC#N", "lumo_ev": 0.05}